Entry 1:
The following is a DFT calculation (ωB97M-V with the def2-TZVPD basis set) of a 2-piece molecular cluster, C3H9N3O overall in a non-equilibrium geometry.

Summary:
HOMO-LUMO gap (alpha / beta) in Eh: 0.22108 / 0.23335
Energy in eV: -9767.6929
Molecular weight in g mol⁻¹: 103.125
Relative energy (zero: lowest compared OMol25 entry of this formula, charge and spin) in kJ/mol: 757.0

```
16
C3H9N3O (ωB97M-V with the def2-TZVPD basis set)
C -0.0711 -1.0601 0.0388
C 2.3231 -0.8254 -0.0768
C 0.9089 1.1431 0.0404
N -1.1098 -1.6863 0.0867
N 0.9629 -0.3100 0.0283
N -2.3197 1.0422 -0.0337
O -3.0945 -0.1515 -0.0246
H 2.8461 -0.2348 0.6380
H 2.1879 -2.0292 0.0161
H 2.5466 -0.4695 -1.0865
H 1.4429 1.6235 0.8934
H 1.2612 1.5365 -0.8708
H -0.0456 1.6659 0.2771
H -2.1347 -1.3758 0.0664
H -3.1089 -0.2406 0.9159
H -2.5951 1.3718 -0.9088
```

Entry 2:
The following is a DFT calculation (ωB97M-V with the def2-TZVPD basis set) of a 2-piece molecular cluster, C3H9N3O2 overall.

Summary:
HOMO-LUMO gap in Eh: 0.37093
Energy in eV: -11823.3934
Molecular weight in g mol⁻¹: 119.124
Relative energy (zero: lowest compared OMol25 entry of this formula, charge and spin) in kJ/mol: 64.2

```
17
C3H9N3O2 (ωB97M-V with the def2-TZVPD basis set)
N -2.2786 -1.3140 -1.6625
C -1.1396 -0.7609 -2.2187
N -1.3905 0.3234 -3.0396
O -0.0211 -1.1802 -2.0135
H -2.0860 -1.9835 -0.9355
H -3.0307 -0.6761 -1.4503
H -2.2566 0.3286 -3.5518
H -0.5810 0.5901 -3.5754
C 0.8625 -0.7034 2.2489
N 1.0383 0.5441 1.5344
C 1.4963 1.6535 2.1524
O 1.8317 1.7188 3.3160
H 1.4460 -0.6259 3.1618
H 1.2406 -1.5258 1.6429
H -0.1863 -0.8866 2.4763
H 0.7928 0.6345 0.5618
H 1.5491 2.5411 1.4918
```

Entry 3:
The following is a DFT calculation (ωB97M-V with the def2-TZVPD basis set) of one molecule with the formula C3H9N3O2 in a non-equilibrium geometry.

Summary:
HOMO-LUMO gap in Eh: 0.38551
Energy in eV: -11821.0475
Molecular weight in g mol⁻¹: 119.124
Relative energy (zero: lowest compared OMol25 entry of this formula, charge and spin) in kJ/mol: 290.6

```
17
C3H9N3O2 (ωB97M-V with the def2-TZVPD basis set)
C 0.7926 1.1844 -1.3847
C -0.3219 0.3758 -0.7536
O -1.3117 0.1755 -1.6695
O -0.8541 1.0462 0.4987
C -0.3048 0.0074 1.2840
N -1.1461 -0.6223 2.2020
N 0.0088 -0.8103 0.0221
N 1.2627 -1.4368 -0.0335
H 1.5515 1.4234 -0.6433
H 0.3636 2.1043 -1.7701
H 1.2266 0.6221 -2.2091
H -2.0030 -0.3638 -1.2627
H 0.6404 0.2943 1.7713
H -2.0347 -0.8911 1.8008
H -1.1460 -0.2073 3.1232
H 2.0281 -0.7803 -0.1940
H 1.2479 -2.1215 -0.7817
```

Entry 4:
The following is a DFT calculation (ωB97M-V with the def2-TZVPD basis set) of a 2-piece molecular cluster, C3H9N3O3P overall in a non-equilibrium geometry.

Summary:
HOMO-LUMO gap (alpha / beta) in Eh: 0.21892 / 0.25587
Energy in eV: -23144.7668
2S+1: 3
Molecular weight in g mol⁻¹: 166.097
⟨S²⟩: 2.02
Charge: +1

```
19
C3H9N3O3P (ωB97M-V with the def2-TZVPD basis set)
C -2.3101 0.3303 0.1811
C -1.8537 -1.0988 -0.2355
C -1.5400 0.9684 1.3949
N 4.1620 0.0709 -1.3948
N 3.1664 -0.3756 -1.1798
N -0.3976 -0.9686 -0.6308
O 5.2146 0.6703 -1.1220
O 1.9605 -0.0157 0.4240
O -0.1768 1.0644 0.9802
P 0.6067 -0.3804 1.0437
H -3.4626 0.3967 0.4684
H -2.0319 1.0180 -0.6324
H -2.4704 -1.4726 -1.1183
H -2.0878 -1.8373 0.5877
H -1.5274 0.2569 2.3049
H -2.0731 1.9202 1.5047
H -0.2743 -0.1157 -1.1057
H -0.0156 -1.7951 -1.1180
H 5.1111 1.3635 -0.3524
```

Entry 5:
The following is a DFT calculation (ωB97M-V with the def2-TZVPD basis set) of a 2-piece molecular cluster, C3H9N3S overall in a non-equilibrium geometry.

Summary:
HOMO-LUMO gap (alpha / beta) in Eh: 0.25425 / 0.25436
Energy in eV: -18557.3574
Molecular weight in g mol⁻¹: 119.193
Relative energy (zero: lowest compared OMol25 entry of this formula, charge and spin) in kJ/mol: 513.5

```
16
C3H9N3S (ωB97M-V with the def2-TZVPD basis set)
C -0.0915 -1.0470 1.0007
C -0.4411 -2.4311 0.8670
C 1.2176 1.4681 -0.8767
N -0.8822 2.1844 -0.3356
N -0.6316 -0.0610 -0.8259
N -0.1661 1.1828 -0.9705
S 0.7634 -0.2017 2.0430
H 0.3929 -3.0885 1.1159
H -0.7597 -2.8084 -0.1297
H -1.2251 -2.7913 1.5755
H 1.6319 0.3991 -0.9483
H 1.4662 2.1448 -1.6515
H 1.3650 1.8082 0.1425
H -1.8717 1.8949 -0.5393
H -0.8077 2.0825 0.6780
H 0.0398 -0.7357 -1.1452
```

Entry 6:
The following is a DFT calculation (ωB97M-V with the def2-TZVPD basis set) of one molecule with the formula C3H9N3S2 in a non-equilibrium geometry.

Summary:
HOMO-LUMO gap in Eh: 0.32630
Energy in eV: -29395.1422
Molecular weight in g mol⁻¹: 151.260
Relative energy (zero: lowest compared OMol25 entry of this formula, charge and spin) in kJ/mol: 172.0

```
17
C3H9N3S2 (ωB97M-V with the def2-TZVPD basis set)
C 1.3663 -0.0509 1.8829
C 0.9592 -0.6291 0.4262
S 2.4455 -0.6695 -0.7879
C -0.3878 0.0099 -0.0203
N -1.3649 -0.9425 0.1024
S -2.9374 -0.2428 -0.1882
N -0.4631 1.3484 -0.1205
N 0.6909 2.0677 -0.3729
H 0.4411 0.0554 2.6162
H 2.1517 -0.6924 2.1986
H 1.7819 0.8814 1.8057
H 0.5970 -1.6748 0.4527
H 1.7003 -1.4456 -1.5265
H -3.7215 -1.3011 0.1321
H -1.2440 1.6542 -0.5877
H 1.2520 2.3328 0.4810
H 1.2460 1.4932 -0.9492
```